Here is a single C4H9NO2 molecule from the Open Molecules 2025 dataset. Energies are from ωB97M-V/def2-TZVPD.

```
16
Properties=species:S:1:pos:R:3:forces:R:3:nbo_charge:R:1
C -1.6975 -0.2900 -0.3501 0.139 -0.014 -0.075 -0.732
C -0.4312 -0.9530 0.0164 -0.156 -0.012 0.117 0.312
O 0.6772 0.5046 -1.4798 -0.205 0.211 -0.180 -0.801
C 0.2614 -0.6883 1.2736 -0.211 -0.064 0.056 -0.353
N 1.4119 -0.0653 0.6213 0.143 0.018 -0.089 -0.542
C 1.0923 1.1733 -0.1650 0.372 -0.066 0.092 0.516
O 0.1897 1.9033 0.3398 0.028 -0.041 -0.046 -0.838
H -2.4740 -0.7303 0.2965 0.090 0.026 -0.014 0.247
H -1.9633 -0.4320 -1.3978 0.031 0.003 0.159 0.231
H -1.6004 0.7732 -0.0991 -0.090 -0.131 0.004 0.316
H -0.0551 -1.7708 -0.5936 -0.012 0.138 0.076 0.207
H 0.1516 1.1967 -1.9124 0.130 -0.146 0.010 0.478
H -0.2317 0.0573 1.8975 -0.002 -0.124 -0.067 0.253
H 0.5706 -1.5700 1.8401 -0.042 0.121 -0.123 0.227
H 2.0077 -0.7160 0.1158 -0.039 0.091 0.047 0.374
H 2.0907 1.6074 -0.4029 -0.176 -0.010 0.032 0.106
```
Positions in Å, forces in eV/Å.

Summary:
Energy above the lowest of the compared OMol25 structures with the same formula, charge and spin ... 446.49 kJ/mol
M ... 103.1 g mol⁻¹
Strongest force on any atom ... 0.39 eV/A
Gap between HOMO and LUMO ... 0.273 Eh


Here is a single C4H9NO2 molecule from the Open Molecules 2025 dataset. Energies are from ωB97M-V/def2-TZVPD.

```
16
Properties=species:S:1:pos:R:3:forces:R:3:nbo_charge:R:1
C 1.1914 -1.4126 -0.8797 -0.002 -0.067 -0.014 -0.637
C 1.8468 -0.5224 0.1706 0.084 -0.095 0.035 -0.211
N 1.0031 0.6335 0.4897 -0.172 0.059 -0.060 -0.635
C -0.3379 0.4120 0.6609 0.007 -0.242 0.068 0.885
O -0.8293 -0.5983 1.1209 0.194 0.415 -0.102 -0.650
O -1.0664 1.4585 0.2127 0.112 -0.006 0.081 -0.523
C -2.4704 1.2074 0.1911 -0.260 0.018 0.009 -0.256
H 1.8089 -2.2814 -1.1156 0.036 0.087 0.013 0.214
H 0.2405 -1.7677 -0.4748 0.168 -0.063 -0.250 0.237
H 1.0029 -0.8511 -1.8022 0.046 -0.104 0.117 0.200
H 2.0435 -1.1013 1.0786 -0.052 0.138 -0.083 0.203
H 2.8039 -0.1253 -0.1833 -0.151 -0.072 0.107 0.199
H 1.2219 1.4917 0.0042 -0.097 -0.148 -0.007 0.395
H -2.9259 2.1041 -0.2308 0.059 -0.122 0.103 0.193
H -2.6863 0.3399 -0.4402 0.006 0.146 0.111 0.190
H -2.8468 1.0130 1.1977 0.020 0.056 -0.128 0.196
```
Positions in Å, forces in eV/Å.

Summary:
Energy above the lowest of the compared OMol25 structures with the same formula, charge and spin ... 58.11 kJ/mol
M ... 103.1 g mol⁻¹
Strongest force on any atom ... 0.47 eV/A
SMILES string ... CCNC(=O)OC
Gap between HOMO and LUMO ... 0.396 Eh


Here is a single C4H9NO2 molecule from the Open Molecules 2025 dataset. Energies are from ωB97M-V/def2-TZVPD.

```
16
Properties=species:S:1:pos:R:3:forces:R:3:nbo_charge:R:1
C -0.9327 1.3869 0.5076 -0.102 0.237 0.126 -0.261
O -1.2654 0.1160 1.0534 -0.077 -0.124 0.184 -0.540
C -0.8247 -1.0632 0.3857 -0.030 -0.059 -0.092 -0.125
C 0.4785 -0.7326 -0.2758 0.111 0.293 -0.216 0.198
C 1.7001 -0.7037 0.5891 0.113 -0.005 -0.064 -0.655
N 0.5428 -0.1985 -1.4333 0.297 -0.447 0.313 -0.135
O -0.7078 -0.1634 -2.0531 -0.039 0.045 -0.398 -0.585
H -1.5081 2.0629 1.1331 0.058 0.256 -0.070 0.196
H 0.1378 1.6427 0.5971 -0.307 -0.194 0.087 0.164
H -1.2185 1.5272 -0.5434 -0.090 -0.236 0.326 0.185
H -1.5722 -1.4218 -0.3305 0.118 0.159 0.094 0.199
H -0.6828 -1.8378 1.1526 -0.035 0.277 -0.131 0.192
H 2.0421 -1.7108 0.8523 -0.070 0.113 -0.086 0.225
H 1.4523 -0.1909 1.5289 0.046 -0.089 -0.186 0.228
H 2.5008 -0.1617 0.0836 -0.010 -0.111 0.078 0.234
H -0.5241 0.3077 -2.8738 0.017 -0.116 0.035 0.480
```
Positions in Å, forces in eV/Å.

Summary:
Energy above the lowest of the compared OMol25 structures with the same formula, charge and spin ... 336.45 kJ/mol
M ... 103.1 g mol⁻¹
Strongest force on any atom ... 0.62 eV/A
SMILES string ... COC/C(C)=N\O
Gap between HOMO and LUMO ... 0.391 Eh


Here is 2 unconnected molecules or ions with the total composition C4H9NO2 from the Open Molecules 2025 dataset. Energies are from ωB97M-V/def2-TZVPD.

```
16
Properties=species:S:1:pos:R:3:forces:R:3:nbo_charge:R:1
C -1.2569 1.3896 -0.0684 -0.006 -0.007 -0.020 -0.609
C -1.1007 0.0370 0.6353 -0.110 -0.058 0.123 -0.534
C -1.2687 -1.1672 -0.2441 0.091 -0.355 0.103 0.464
O -0.6986 -2.2269 -0.0786 -0.383 0.505 -0.248 -0.556
H -0.3080 1.7165 -0.5110 -0.193 -0.137 0.076 0.215
H -1.5731 2.1603 0.6429 0.075 -0.155 -0.162 0.222
H -2.0046 1.3471 -0.8729 0.115 -0.002 0.204 0.204
H -0.1663 -0.0309 1.2068 -0.270 -0.037 -0.075 0.256
H -1.9297 -0.1312 1.3443 0.116 0.271 0.031 0.239
H -2.0290 -1.0630 -1.0499 0.075 -0.053 0.069 0.109
N 1.6328 -0.6844 -0.5923 0.168 -0.131 0.120 -0.842
C 2.4258 0.0331 0.2384 0.012 0.022 -0.049 0.524
O 2.3494 0.0085 1.4517 0.050 0.028 -0.425 -0.611
H 1.0368 -1.4042 -0.1966 0.155 0.082 -0.095 0.422
H 1.7398 -0.6472 -1.5927 0.173 -0.007 0.154 0.394
H 3.1509 0.6630 -0.3127 -0.066 0.036 0.194 0.102
```
Positions in Å, forces in eV/Å.

Summary:
Energy above the lowest of the compared OMol25 structures with the same formula, charge and spin ... 114.25 kJ/mol
M ... 103.1 g mol⁻¹
Strongest force on any atom ... 0.68 eV/A
SMILES string ... CCC=O.NC=O
Gap between HOMO and LUMO ... 0.394 Eh